No. 1
Entry from OMol25: a cluster of 4 separate species, C2H13NO3 in total at a distorted geometry (the ωB97M-V functional and the def2-TZVPD basis).

CARTESIAN COORDINATES (ANGSTROEM)
C 1.400 0.876 0.281
N -0.027 0.900 0.712
C -0.220 0.746 2.162
H 2.109 0.687 1.093
H 1.657 1.893 -0.250
H 1.522 0.191 -0.587
H -0.682 1.609 0.289
H 0.300 1.548 2.835
H -1.302 0.926 2.362
H 0.066 -0.249 2.512
O 0.865 -1.943 -1.265
H 1.553 -1.784 -0.640
H 0.596 -1.052 -1.574
O -0.374 0.296 -2.620
H -1.358 0.211 -2.521
H -0.096 0.919 -1.937
O -1.981 -1.891 0.085
H -1.212 -1.966 -0.544
H -2.815 -1.917 -0.391

- SMILES string = CNC.O.O.O
- E_tot (a.u.) = -364.4203
- energy relative to the best compared isomer or geometry (same formula, charge and spin) (kJ/mol) = 176.6
- orbital gap (eV) = 9.22
- maximum force (Eh/bohr) = 0.068
- net charge = 0

***

No. 2
Entry from OMol25: a cluster of 12 separate species, C53H139N15O19 in total at a distorted geometry (the ωB97M-V functional and the def2-TZVPD basis).

CARTESIAN COORDINATES (ANGSTROEM)
C 18.288 21.308 19.916
O 19.568 21.798 19.983
C 19.934 22.557 18.816
C 21.338 23.128 18.876
C 21.450 24.343 19.777
N 21.702 23.604 17.492
H 18.073 20.657 20.756
H 17.985 20.746 19.021
H 17.605 22.164 20.055
H 19.863 21.853 17.948
H 19.227 23.358 18.625
H 22.007 22.326 19.237
H 22.455 24.744 19.707
H 21.232 24.045 20.805
H 20.707 25.020 19.356
H 22.687 23.842 17.519
H 21.702 22.785 16.877
C 15.815 16.575 15.901
O 15.734 17.054 17.156
C 15.756 16.110 18.166
C 15.629 16.716 19.519
C 16.800 17.702 19.805
N 15.613 15.648 20.528
H 15.735 17.357 15.157
H 15.006 15.905 15.648
H 16.747 16.077 15.618
H 14.856 15.465 17.986
H 16.723 15.530 18.136
H 14.643 17.143 19.601
H 16.891 18.402 18.994
H 17.640 17.004 19.895
H 16.652 18.023 20.837
H 14.764 15.076 20.498
H 16.428 15.049 20.464
C 16.032 9.390 19.988
O 16.898 9.710 18.886
C 16.736 11.122 18.601
C 15.488 11.375 17.812
N 15.526 10.607 16.500
C 14.252 10.288 15.883
C 13.571 11.480 15.173
O 13.227 12.433 16.163
C 12.904 13.693 15.563
H 14.960 9.420 19.807
H 16.219 10.144 20.763
H 16.328 8.437 20.433
H 17.597 11.544 18.086
H 16.743 11.669 19.571
H 15.586 12.444 17.578
H 14.593 11.115 18.352
H 16.034 9.728 16.532
H 13.583 9.838 16.623
H 14.463 9.429 15.205
H 12.769 11.243 14.469
H 14.332 11.987 14.541
H 11.999 13.567 14.943
H 13.674 13.947 14.817
H 12.841 14.441 16.349
C 16.737 20.232 16.081
O 17.969 20.875 15.662
C 18.920 20.014 15.084
C 19.703 20.732 14.025
N 18.858 21.058 12.877
C 19.429 22.100 12.150
C 18.640 22.553 10.854
O 18.011 23.799 10.899
C 16.879 23.870 11.709
H 16.181 20.942 16.665
H 16.961 19.443 16.806
H 16.145 19.803 15.251
H 18.388 19.212 14.521
H 19.526 19.507 15.872
H 20.512 20.118 13.605
H 20.217 21.649 14.383
H 17.920 21.328 13.113
H 20.473 21.856 11.837
H 19.512 23.005 12.812
H 17.808 21.837 10.681
H 19.298 22.558 9.983
H 16.064 23.405 11.133
H 16.659 24.903 11.916
H 17.013 23.343 12.689
C 9.646 19.988 20.726
O 9.443 18.911 19.874
C 9.844 17.672 20.428
C 11.346 17.383 20.274
N 11.530 15.974 20.502
C 11.559 15.276 19.210
C 11.663 13.776 19.350
O 13.027 13.519 19.699
C 13.208 12.249 20.268
H 9.068 19.904 21.640
H 9.305 20.899 20.270
H 10.709 20.175 21.022
H 9.309 16.882 19.910
H 9.566 17.655 21.464
H 11.876 17.993 21.017
H 11.689 17.735 19.267
H 12.399 15.845 20.982
H 12.504 15.650 18.718
H 10.778 15.669 18.583
H 11.342 13.329 18.410
H 11.033 13.505 20.212
H 13.005 11.458 19.528
H 12.575 12.052 21.159
H 14.227 12.181 20.623
C 17.141 13.068 14.577
O 18.286 13.851 14.379
C 18.352 14.516 13.171
C 19.761 15.057 13.004
N 19.973 16.199 13.913
C 21.346 16.662 13.839
C 22.252 15.925 14.806
O 23.591 16.211 14.446
C 24.597 15.639 15.293
H 17.113 12.186 13.931
H 16.211 13.619 14.469
H 17.231 12.695 15.592
H 17.674 15.355 13.162
H 18.028 13.851 12.365
H 19.827 15.424 11.951
H 20.477 14.222 13.099
H 19.345 16.955 13.621
H 21.515 17.733 14.038
H 21.803 16.435 12.856
H 22.128 14.849 14.796
H 22.132 16.306 15.847
H 24.394 15.856 16.335
H 25.518 16.044 14.888
H 24.588 14.576 15.156
C 9.390 22.990 23.037
O 9.945 21.793 23.513
C 11.061 22.109 24.373
C 12.160 22.795 23.625
N 12.613 21.989 22.476
C 13.689 22.623 21.691
C 14.321 21.652 20.734
O 13.353 21.258 19.810
C 13.842 20.416 18.776
H 8.979 23.599 23.835
H 8.516 22.754 22.413
H 10.099 23.557 22.424
H 11.521 21.203 24.779
H 10.692 22.702 25.195
H 12.972 22.883 24.358
H 11.939 23.828 23.353
H 11.927 21.634 21.795
H 14.499 22.979 22.345
H 13.337 23.509 21.126
H 14.813 20.786 21.212
H 15.152 22.177 20.170
H 13.293 20.514 17.847
H 13.752 19.354 18.996
H 14.896 20.626 18.513
C 11.445 17.752 23.868
O 12.788 17.769 23.488
C 13.653 18.488 24.332
C 15.077 18.174 23.864
N 15.404 16.772 24.051
C 16.788 16.398 23.790
C 17.076 15.126 24.620
O 16.198 14.066 24.236
C 16.219 13.052 25.186
H 11.315 17.306 24.858
H 10.838 17.162 23.174
H 10.944 18.702 23.923
H 13.608 18.114 25.373
H 13.540 19.554 24.198
H 15.700 18.761 24.547
H 15.328 18.454 22.821
H 14.739 16.197 23.574
H 17.449 17.231 24.095
H 17.013 16.138 22.731
H 16.883 15.391 25.667
H 18.105 14.794 24.455
H 15.542 12.294 24.801
H 15.868 13.507 26.134
H 17.221 12.602 25.269
C 18.172 12.877 21.336
O 18.039 11.536 21.754
C 19.287 10.819 21.648
C 19.154 9.538 22.453
N 18.953 9.918 23.839
C 18.757 8.703 24.656
C 18.494 9.056 26.059
O 17.176 9.681 26.052
C 16.959 10.420 27.251
H 18.807 13.352 22.071
H 17.162 13.248 21.287
H 18.603 12.991 20.348
H 20.089 11.458 21.966
H 19.495 10.622 20.596
H 20.041 8.887 22.513
H 18.389 8.953 21.913
H 18.117 10.469 23.969
H 19.673 8.088 24.702
H 17.963 8.050 24.295
H 19.191 9.803 26.454
H 18.580 8.225 26.742
H 15.910 10.620 27.374
H 17.448 11.397 27.293
H 17.283 9.870 28.133
N 19.230 16.338 17.333
C 19.251 15.104 18.022
N 19.732 14.019 17.285
O 18.944 15.031 19.203
H 18.640 16.956 17.884
H 19.396 16.508 16.332
H 19.493 13.063 17.533
H 19.817 14.254 16.315
N 14.907 14.932 11.556
C 14.016 15.777 12.260
N 12.732 15.267 12.571
O 14.316 16.943 12.606
H 15.763 15.424 11.330
H 14.802 13.952 11.473
H 12.059 15.889 13.001
H 12.346 14.467 12.078
N 19.229 18.081 11.258
C 17.955 17.475 11.336
N 17.170 18.192 12.232
O 17.581 16.455 10.746
H 19.884 17.731 10.568
H 19.355 19.035 11.530
H 16.148 18.092 12.243
H 17.560 19.085 12.563

- SMILES string = COC[C@H](C)N.COC[C@H](C)N.COCCNCCOC.COCCNCCOC.COCCNCCOC.COCCNCCOC.COCCNCCOC.COCCNCCOC.COCCNCCOC.NC(N)=O.NC(N)=O.NC(N)=O
- E_tot (a.u.) = -4353.3642
- energy relative to the best compared isomer or geometry (same formula, charge and spin) (kJ/mol) = 0.0
- orbital gap (eV) = 8.45
- maximum force (Eh/bohr) = 0.071
- net charge = 0

***

No. 3
Entry from OMol25: a cluster of 7 separate species, C5H25N2O7 in total at a distorted geometry (the ωB97M-V functional and the def2-TZVPD basis).

CARTESIAN COORDINATES (ANGSTROEM)
C 2.478 -0.078 -0.586
O 2.706 1.338 -0.244
C 1.309 -0.461 0.359
C 0.915 -1.935 0.359
C 0.222 -2.357 1.645
C -1.974 -2.165 2.606
N -1.084 -1.756 1.773
N 0.054 0.196 -0.311
H 3.442 -0.537 -0.412
H 2.379 -0.175 -1.687
H 3.466 1.628 -0.766
H 1.394 -0.103 1.388
H 0.306 -2.152 -0.513
H 1.867 -2.531 0.368
H -0.001 -3.475 1.728
H 0.805 -2.277 2.548
H -2.860 -1.543 2.587
H -1.839 -3.073 3.154
H -0.793 -0.035 0.265
H 0.160 1.216 -0.466
H -0.063 -0.206 -1.244
H 1.850 0.615 -4.650
H 0.893 -0.692 -4.865
O 1.292 -0.064 -4.261
H -1.099 2.948 0.107
H -0.166 4.158 -0.040
O -0.517 3.406 -0.526
H -0.912 1.135 2.110
H -2.127 0.112 1.853
O -1.740 0.958 1.637
H 1.309 2.279 2.087
H 0.744 2.556 3.485
O 0.527 2.115 2.632
H -3.979 -0.943 -1.041
H -3.524 -1.620 -2.249
O -3.219 -0.928 -1.638
H 0.046 1.431 -2.660
H -1.429 1.856 -2.116
O -0.840 1.160 -2.417

- E_tot (a.u.) = -841.4262
- energy relative to the best compared isomer or geometry (same formula, charge and spin) (kJ/mol) = 290.2
- orbital gap (eV) = 10.63
- maximum force (Eh/bohr) = 0.064
- net charge = +1